{
  "formula": "C27H54Cl20N5OS",
  "method": "the ωB97M-V functional and the def2-TZVPD basis",
  "homo_lumo_gap_ev": 5.685,
  "e_homo_ev": -11.5,
  "lumo_energy_ev": -5.800,
  "charge": 1,
  "total_energy_ev": -299644.267,
  "symbols": ["N", "C", "N", "N", "C", "C", "C", "C", "S", "C", "N", "N", "C", "O", "H", "H", "H", "H", "H", "H", "H", "H", "H", "H", "H", "H", "H", "H", "Cl", "C", "C", "Cl", "H", "H", "H", "H", "Cl", "C", "C", "Cl", "H", "H", "H", "H", "Cl", "C", "C", "Cl", "H", "H", "H", "H", "Cl", "C", "C", "Cl", "H", "H", "H", "H", "Cl", "C", "C", "Cl", "H", "H", "H", "H", "Cl", "C", "C", "Cl", "H", "H", "H", "H", "Cl", "C", "C", "Cl", "H", "H", "H", "H", "Cl", "C", "C", "Cl", "H", "H", "H", "H", "Cl", "C", "C", "Cl", "H", "H", "H", "H", "Cl", "C", "C", "Cl", "H", "H", "H", "H"],
  "positions_angstrom": [[-3.89823, 0.55597, 0.38900], [-3.13584, 1.78653, -0.05453], [-2.04248, 2.15236, 0.73509], [-3.60456, 2.58664, -1.27288], [-2.67321, 3.72514, -1.59622], [-2.89634, 5.11279, -0.78357], [-4.02961, 5.12983, 0.38019], [-5.25573, 6.23041, 0.09157], [-6.73143, 5.65435, 1.15849], [-7.73894, 4.40728, 0.15254], [-8.42281, 3.12660, 0.60636], [-9.04983, 2.42982, -0.44627], [-8.76708, 3.31515, -1.65181], [-7.99596, 4.52037, -1.29255], [-4.77613, 0.84414, 0.90443], [-4.18346, 0.07755, -0.49561], [-1.09320, 1.78578, 0.45467], [-2.16890, 2.84010, 1.53683], [-4.60391, 2.87515, -1.18597], [-1.52028, 3.42601, -1.51620], [-2.83214, 3.97009, -2.75391], [-1.85568, 5.39965, -0.27854], [-3.10121, 5.97681, -1.58002], [-4.50517, 4.10506, 0.67072], [-3.50291, 5.53750, 1.37043], [-5.54259, 6.24096, -1.04262], [-4.92344, 7.32467, 0.42713], [-9.12530, 3.04751, -2.75242], [0.39141, 5.12622, -3.09255], [0.90518, 6.70012, -2.43731], [1.59368, 6.56437, -1.08821], [0.46622, 6.05760, 0.19430], [0.02474, 7.34731, -2.37710], [1.59730, 7.13496, -3.16484], [2.00613, 7.53011, -0.78266], [2.41299, 5.83998, -1.12522], [5.91360, 6.63272, -1.43281], [5.65811, 6.66833, -3.19460], [5.21758, 8.03899, -3.68428], [3.57541, 8.45425, -3.13322], [4.92590, 5.89544, -3.44786], [6.61174, 6.39776, -3.65808], [5.19707, 8.05406, -4.77765], [5.89823, 8.82579, -3.34510], [-3.65991, -3.84234, 4.17363], [-2.98328, -2.40448, 3.37040], [-2.53531, -2.69814, 1.94715], [-1.11254, -3.76868, 1.89724], [-2.15795, -2.02921, 3.98331], [-3.77219, -1.64621, 3.36192], [-2.24834, -1.76801, 1.44852], [-3.33285, -3.16652, 1.36242], [9.12422, 4.10323, -3.39087], [10.48228, 5.25468, -3.40780], [10.09506, 6.60917, -2.83512], [8.94861, 7.47998, -3.88401], [10.84258, 5.34064, -4.43757], [11.28041, 4.81140, -2.80455], [10.98268, 7.24157, -2.74394], [9.64180, 6.51269, -1.84386], [1.64974, -0.31977, -0.30762], [1.63966, -2.09583, -0.43390], [2.99857, -2.70239, -0.12084], [4.21009, -2.31845, -1.36889], [1.30091, -2.36346, -1.43952], [0.89709, -2.45973, 0.28275], [2.91903, -3.79250, -0.08265], [3.38254, -2.35451, 0.84295], [1.93786, -5.20370, 2.26361], [1.85578, -5.09798, 4.03915], [2.72806, -3.98059, 4.58971], [4.46468, -4.32164, 4.38814], [2.13972, -6.07118, 4.45137], [0.80864, -4.91232, 4.29693], [2.55126, -3.86562, 5.66286], [2.51164, -3.02421, 4.10406], [0.31482, -8.73532, 2.20581], [1.82431, -8.85422, 1.26892], [1.85244, -10.08595, 0.37751], [1.96203, -11.59457, 1.31819], [2.66272, -8.84655, 1.97224], [1.88762, -7.95059, 0.65503], [2.73156, -10.05437, -0.27230], [0.96213, -10.14514, -0.25590], [3.84009, -6.29594, -3.03933], [4.51672, -4.85808, -3.84256], [4.96469, -5.15174, -5.26581], [6.38746, -6.22229, -5.31572], [5.34205, -4.48281, -3.22965], [3.72781, -4.09982, -3.85103], [5.25166, -4.22162, -5.76444], [4.16715, -5.62012, -5.85054], [1.90690, -9.02319, 6.34869], [2.87251, -9.97352, 5.19330], [4.34082, -9.57806, 5.20881], [4.60435, -7.94438, 4.54968], [2.43226, -9.84949, 4.19909], [2.76818, -11.02373, 5.48240], [4.91781, -10.26699, 4.58545], [4.75482, -9.60611, 6.22132], [-14.60686, 0.29815, 1.03748], [-13.12916, 1.24678, 0.74259], [-11.96424, 0.77839, 1.60056], [-12.21348, 1.13782, 3.32727], [-13.36117, 2.30159, 0.91920], [-12.88184, 1.12608, -0.31650], [-11.04910, 1.29586, 1.29914], [-11.79651, -0.29814, 1.49901]],
  "forces_ev_per_angstrom": [[0.588, 2.599, -2.471], [-2.850, 1.059, -1.085], [-0.217, -0.053, -0.939], [2.999, -1.369, 5.607], [1.192, 1.228, -2.099], [0.653, 0.895, 0.283], [0.205, 1.501, 0.825], [0.920, -0.978, -0.666], [-0.949, -0.734, -1.723], [-2.676, -4.501, -1.742], [2.176, 3.567, -2.119], [3.248, 6.983, -3.703], [-0.127, -1.504, 4.076], [-1.420, -3.631, 2.077], [1.274, -0.362, -0.402], [-0.207, 0.500, 0.929], [-1.455, 0.460, 0.932], [0.384, -1.012, -1.907], [0.750, -0.982, -0.479], [-2.852, 0.295, -0.035], [0.249, -0.747, 2.551], [-2.380, -0.734, -1.275], [0.299, -1.933, 1.787], [0.838, 1.795, -0.729], [-1.179, -1.079, -2.055], [0.440, 0.038, 2.211], [-1.039, -2.517, -0.598], [1.098, 1.156, 2.640], [-0.136, -0.181, 0.000], [0.064, 0.431, 0.175], [0.331, 0.179, -0.494], [0.009, -0.095, 0.206], [0.124, -0.217, 0.065], [-0.226, -0.283, 0.268], [-0.123, -0.161, -0.086], [-0.227, 0.115, 0.017], [-0.062, 0.007, 0.038], [-0.056, -0.049, -0.395], [0.558, -0.199, -0.159], [0.155, 0.259, 0.032], [0.060, 0.218, 0.116], [-0.220, 0.139, 0.112], [-0.034, -0.078, 0.179], [-0.196, -0.201, 0.041], [0.078, 0.047, -0.049], [0.030, 0.168, -0.098], [-0.184, 0.166, 0.018], [-0.023, 0.014, 0.016], [-0.115, -0.165, -0.165], [0.102, -0.129, -0.076], [-0.033, -0.064, 0.158], [0.149, -0.002, 0.213], [-0.082, 0.035, -0.029], [0.266, 0.216, -0.001], [0.298, -0.233, 0.276], [0.053, 0.085, -0.075], [-0.178, 0.020, 0.208], [-0.172, 0.137, -0.029], [-0.117, -0.131, -0.099], [-0.003, -0.032, -0.271], [-0.043, 0.286, -0.022], [-0.047, -0.653, 0.038], [-0.228, -0.069, 0.196], [0.001, 0.123, -0.005], [0.181, 0.138, 0.169], [0.213, 0.020, -0.042], [-0.070, 0.214, -0.038], [-0.081, -0.028, -0.238], [0.100, -0.034, -0.126], [-0.072, 0.034, 0.542], [-0.248, -0.010, 0.010], [-0.009, 0.060, -0.080], [0.050, 0.184, -0.162], [0.158, 0.044, -0.080], [-0.020, -0.126, -0.166], [0.060, -0.228, 0.013], [0.002, -0.031, 0.093], [0.259, -0.013, -0.262], [0.002, 0.290, -0.159], [-0.025, -0.003, 0.061], [-0.176, -0.040, -0.116], [-0.022, -0.185, 0.063], [-0.091, 0.055, 0.163], [0.134, 0.004, 0.236], [-0.013, -0.041, 0.064], [0.138, 0.323, -0.252], [-0.199, 0.131, 0.020], [-0.044, -0.015, 0.016], [-0.164, -0.188, -0.155], [0.141, -0.151, -0.058], [-0.035, -0.095, 0.169], [0.171, 0.022, 0.197], [-0.016, 0.099, -0.023], [0.223, -0.213, -0.217], [-0.068, -0.359, 0.118], [-0.067, 0.077, -0.012], [0.067, 0.045, 0.222], [0.085, 0.191, -0.020], [-0.171, 0.081, 0.048], [-0.161, 0.092, -0.199], [0.003, 0.022, 0.027], [0.252, 0.118, -0.069], [0.079, -0.001, -0.296], [-0.024, -0.027, 0.007], [0.041, -0.260, 0.079], [0.030, -0.045, 0.196], [-0.182, -0.004, -0.007], [-0.161, 0.215, 0.055]]
}